{
  "formula": "C4H6O2S",
  "method": "ωB97M-V with the def2-TZVPD basis set",
  "fmax_ev_per_a": 4.42,
  "e_homo_ev": -10.32,
  "orbital_gap_ev": 9.32,
  "e_lumo_ha": -0.0369,
  "symbols": ["C", "C", "C", "C", "O", "O", "S", "H", "H", "H", "H", "H", "H"],
  "coordinates": [[0.62961, 1.93478, 0.19736], [-2.12956, -1.48193, -0.24735], [1.83198, 1.86017, 0.00346], [-2.31897, -0.26836, 0.34907], [4.02789, -0.08899, 0.05581], [2.05615, -1.46414, -0.63134], [2.66505, -0.51758, 0.30541], [-0.38677, 1.69959, 0.18864], [-2.66821, 0.60621, -0.09309], [-1.87966, -2.53801, 0.16224], [-2.51400, -1.58020, -1.29105], [2.77505, 1.99339, -0.43335], [-2.08854, -0.15496, 1.43417]]
}

{
  "formula": "C4H6O2S",
  "method": "ωB97M-V with the def2-TZVPD basis set",
  "fmax_ev_per_a": 3.70,
  "e_homo_ev": -7.77,
  "orbital_gap_ev": 8.45,
  "e_lumo_ha": 0.0251,
  "symbols": ["C", "C", "C", "C", "O", "O", "S", "H", "H", "H", "H", "H", "H"],
  "coordinates": [[0.34258, -1.25369, 0.28886], [-0.49674, -0.06200, -0.10909], [2.06056, 1.22947, 0.41107], [-0.40537, 0.87532, -1.04285], [3.15944, 0.31086, 0.77037], [1.57636, -1.37218, -0.40149], [2.53911, -0.11994, -0.59444], [0.45128, -1.25627, 1.42286], [-0.29886, -2.08130, 0.18286], [-1.11815, 0.04754, 0.85327], [1.25047, 1.02160, 1.06450], [-0.95220, 1.72751, -1.06230], [0.26758, 0.70034, -1.86746]]
}

Number 2 is which compound? C4H6O2S

Number 2 is which compound? C4H6O2S